#A
Formula: C3H6N3S
Source: the Open Molecules 2025 dataset
Level of theory: wB97M-V/def2-TZVPD

Geometry as ORCA input:
```
! RIJCOSX wB97M-V def2-TZVPD def2/J DEFGRID3
* xyz 1 1
S -3.12 -0.05 0.19
N -0.76 1.14 -0.25
N -0.68 -1.07 -0.15
N 0.63 -0.68 -0.46
C 1.31 -0.10 0.64
C -1.57 0.06 0.01
C 0.61 0.86 -0.32
H 0.82 -0.30 1.65
H 1.18 1.55 -0.94
H 2.38 -0.03 0.83
H -0.95 2.10 -0.24
H 1.00 -1.41 -1.23
H -0.86 -2.06 0.26
*
```

Summary:
Orbital gap, eV: 9.32
E_HOMO, eV: -13.018
LUMO, eV: -3.70
SMILES: S=C1N[C@H]2C[N@H+]2N1


#B
Formula: C3H6N3S
Source: the Open Molecules 2025 dataset
Level of theory: wB97M-V/def2-TZVPD

Geometry as ORCA input:
```
! RIJCOSX wB97M-V def2-TZVPD def2/J DEFGRID3
* xyz 1 1
S 2.96 -0.08 0.07
N 0.39 -1.24 -0.11
N 0.72 1.09 -0.23
N -0.61 1.08 -0.29
C -0.90 -1.02 -0.23
C -1.38 0.19 0.54
C 1.21 -0.11 -0.04
H -1.45 -1.51 -1.07
H -2.39 0.32 0.46
H -0.90 0.23 1.46
H 0.75 -2.14 -0.30
H 2.71 1.26 0.34
H -1.11 1.93 -0.60
*
```

Summary:
Orbital gap (alpha / beta), eV: 7.68 / 7.68
E_HOMO (alpha / beta), eV: -13.136 / -13.136
LUMO (alpha / beta), eV: -5.46 / -5.46
SMILES: SC1=NNCC=[NH+]1


Which one sits at the bottom of the stability order? #A does.


#A
Formula: C4H7NO3
Source: the Open Molecules 2025 dataset
Level of theory: wB97M-V/def2-TZVPD

Geometry as ORCA input:
```
! RIJCOSX wB97M-V def2-TZVPD def2/J DEFGRID3
* xyz -2 1
O 0.71 1.49 1.92
O -1.12 2.60 1.21
O -0.19 -3.13 -0.43
N 0.62 1.00 -1.07
C -0.26 1.68 1.15
C -0.42 0.70 -0.05
C 0.34 -1.88 -0.52
C -0.53 -0.80 0.27
H 1.51 0.74 -0.66
H -1.54 -1.21 0.24
H -0.13 -0.88 1.29
H -1.38 1.00 -0.48
H 0.37 -1.54 -1.57
H 1.37 -1.79 -0.09
H 0.67 2.00 -1.20
*
```

Summary:
Orbital gap, eV: 6.01
E_HOMO, eV: 0.948
LUMO, eV: 6.95
SMILES: N[C@@H](CC[O-])C(=O)[O-]


#B
Formula: C4H7NO3
Source: the Open Molecules 2025 dataset
Level of theory: wB97M-V/def2-TZVPD

Geometry as ORCA input:
```
! RIJCOSX wB97M-V def2-TZVPD def2/J DEFGRID3
* xyz -2 1
O 0.38 -1.38 1.86
O 1.14 3.03 -1.11
O -0.07 -2.73 0.13
N -1.66 -0.03 -0.15
C 0.07 -1.59 0.67
C -0.23 -0.41 -0.28
C 0.64 0.83 -0.05
C 0.19 2.07 -0.92
H -0.24 1.77 -1.89
H -0.04 -0.73 -1.30
H 1.71 0.59 -0.17
H -0.66 2.46 -0.28
H 0.51 1.16 0.98
H -1.74 0.80 0.40
H -2.15 -0.74 0.38
*
```

Summary:
Orbital gap, eV: 6.18
E_HOMO, eV: 0.835
LUMO, eV: 7.02
SMILES: N[C@@H](CC[O-])C(=O)[O-]


Which one sits at the bottom of the stability order? #A does.


#A
Formula: C11H19N2O
Source: the Open Molecules 2025 dataset
Level of theory: wB97M-V/def2-TZVPD

Geometry as ORCA input:
```
! RIJCOSX wB97M-V def2-TZVPD def2/J DEFGRID3
* xyz 1 1
O 4.13 1.20 -0.32
N 1.86 -0.47 0.35
N -2.64 1.74 1.04
C -0.12 -1.91 0.13
C -2.47 0.19 -0.85
C -4.70 1.12 -0.02
C 2.14 -0.08 -1.07
C 3.69 0.09 -1.18
C -2.59 -1.20 -0.28
C 2.37 0.56 1.33
C -1.57 -2.07 -0.02
C 0.47 -0.79 0.52
C 3.89 0.73 0.98
C -3.29 1.12 0.15
H -4.88 1.86 -0.92
H 4.40 -0.23 1.14
H 2.50 -1.27 0.43
H 1.74 1.46 1.36
H -5.20 1.52 0.78
H 4.38 1.51 1.59
H -0.13 0.19 0.77
H 1.77 -0.98 -1.71
H -3.03 0.04 -1.72
H -3.63 -1.45 -0.09
H 1.70 0.83 -1.39
H -5.19 0.18 -0.38
H 3.91 0.22 -2.31
H 2.47 -0.03 2.27
H -3.25 2.30 1.65
H 0.28 -2.77 -0.45
H -1.34 0.39 -1.09
H 4.19 -0.95 -0.95
H -1.87 -3.06 0.26
*
```

Summary:
Orbital gap, eV: 9.17
E_HOMO, eV: -12.239
LUMO, eV: -3.07
SMILES: [H]/N=C(\C)C/C=C\C=C\[NH+]1CCOCC1


#B
Formula: C11H19N2O
Source: the Open Molecules 2025 dataset
Level of theory: wB97M-V/def2-TZVPD

Geometry as ORCA input:
```
! RIJCOSX wB97M-V def2-TZVPD def2/J DEFGRID3
* xyz 1 1
O -0.72 0.35 -0.22
N -0.11 -1.23 1.35
N 0.17 -1.93 -1.76
C 4.25 0.67 0.02
C -2.60 1.43 -1.10
C 1.96 1.35 0.06
C 1.54 0.00 0.16
C 0.17 -0.39 0.39
C 3.28 1.71 -0.01
C -2.94 -0.87 0.12
C 2.51 -1.02 0.15
C -2.23 1.17 1.45
C -2.20 0.44 0.12
C 3.87 -0.64 0.13
H -0.72 -2.37 -2.06
H 3.42 2.85 -0.12
H -2.37 -1.79 0.15
H -1.44 1.92 1.37
H -1.03 -1.50 1.47
H -3.02 1.81 1.63
H -1.80 2.23 -1.08
H 5.33 0.93 0.05
H -3.56 1.73 -0.89
H 0.94 1.84 0.18
H 0.99 -2.39 -1.96
H -1.89 0.62 2.27
H -3.80 -0.73 0.78
H 2.41 -2.00 0.39
H -3.38 -0.95 -0.89
H 4.60 -1.44 0.31
H -2.54 0.94 -2.02
H 0.37 -1.01 -2.21
H 0.55 -1.73 1.79
*
```

Summary:
Orbital gap, eV: 9.53
E_HOMO, eV: -13.052
LUMO, eV: -3.52


Which one sits at the bottom of the stability order? #A does.